A molecular structure, C33H30CuN6O2. Source: OMol25; level of theory: ωB97M-V/def2-TZVPD.

Geometry as ORCA input:
```
! RIJCOSX wB97M-V def2-TZVPD def2/J DEFGRID3
* xyz -1 1
Cu 0.51366 -0.16554 -0.07520
C 0.64815 2.76658 -3.39142
C 0.01657 1.51111 -3.92971
C -0.91311 1.58999 -4.97351
C -1.28985 0.41578 -5.64810
C -0.73094 -0.78737 -5.26759
C 0.18079 -0.89620 -4.18664
C 0.77557 -2.22252 -3.86865
C 0.49138 0.26555 -3.38340
N 1.22057 0.18785 -2.20504
C 2.55300 0.15211 -2.30232
O 3.29193 0.11550 -3.31139
C 3.24509 0.06447 -0.97988
C 4.66470 0.13719 -0.87009
C 5.26972 -0.03671 0.37705
C 4.51139 -0.35141 1.47189
C 3.09081 -0.37813 1.31544
N 2.53083 -0.21641 0.10496
C 2.14400 -0.56171 2.48323
O 2.62794 -0.68412 3.62322
N 0.82718 -0.51793 2.18647
C -0.05247 -0.42398 3.25502
C -0.31310 0.81687 3.94983
C 0.61703 1.98544 3.87927
C -1.43708 0.92439 4.77774
C -2.09149 -0.22081 5.20632
C -1.74596 -1.45400 4.70248
C -0.72506 -1.57658 3.73255
C -0.26274 -2.92775 3.27400
H 1.18589 3.28110 -4.22400
H 1.42836 2.58455 -2.65015
H 0.00804 3.54717 -2.93978
H -1.31315 2.57119 -5.30164
H -2.02547 0.49234 -6.47254
H -0.89837 -1.70176 -5.84536
H 0.22101 -2.99389 -4.42107
H 0.71196 -2.40653 -2.78711
H 1.79079 -2.23137 -4.14679
H 5.20748 0.27112 -1.80349
H 6.34467 0.05018 0.39535
H 4.91487 -0.50524 2.47532
H 1.20927 1.95766 2.94173
H 1.30674 2.02586 4.71222
H 0.05067 2.93698 3.89412
H -1.80946 1.89570 5.11224
H -2.95982 -0.12946 5.90646
H -2.24162 -2.33792 5.06896
H -0.26244 -3.01994 2.19288
H -0.87715 -3.70871 3.63621
H 0.76197 -3.11929 3.57894
N -2.74273 0.29404 -0.14692
C -2.30772 -0.97238 -0.52403
C -3.24181 -1.77455 -1.18539
C -2.87217 -3.06976 -1.57377
C -1.63547 -3.56103 -1.19001
C -0.74050 -2.69215 -0.56332
N -1.05985 -1.41857 -0.27569
C -2.05697 1.39420 0.40061
C -2.83543 2.36720 1.06250
C -2.26341 3.45891 1.63047
C -0.86109 3.63864 1.44420
C -0.16792 2.66260 0.71373
N -0.74678 1.52350 0.24984
H -3.76171 0.38474 -0.10095
H -4.26378 -1.39836 -1.23897
H -3.56598 -3.77505 -2.08335
H -1.33934 -4.62170 -1.25396
H 0.22154 -2.95209 -0.24356
H -3.91446 2.14673 1.09590
H -2.83670 4.07315 2.24034
H -0.28075 4.54540 1.80603
H 0.86030 2.77511 0.46722
*
```

Its HOMO energy is -3.5934 eV. For the LUMO energy, the calculation gives 2.45 eV. The calculation puts the total energy at -92386.476 eV. As for the energy above the lowest of the compared OMol25 structures with the same formula, charge and spin: 0.0 kcal/mol. Its orbital gap is 6.0 eV.

---

13 unconnected molecules or ions with the total composition C47H119N5O24. Source: OMol25; level of theory: ωB97M-V/def2-TZVPD.

Geometry as ORCA input:
```
! RIJCOSX wB97M-V def2-TZVPD def2/J DEFGRID3
* xyz 0 1
C 8.40378 8.99580 -6.18648
C 9.72453 9.54769 -5.67886
O 10.35309 10.38977 -6.59044
C 11.43786 11.05511 -6.25614
O 11.97660 11.09367 -5.13290
O 11.81369 11.67636 -7.31621
C 12.80961 12.68554 -7.27921
H 7.89572 8.56154 -5.32544
H 8.54335 8.18815 -6.90504
H 7.83746 9.75713 -6.72290
H 10.35776 8.71574 -5.37066
H 9.50627 10.18781 -4.82405
H 13.43945 12.76303 -6.39299
H 12.43930 13.70715 -7.36456
H 13.50225 12.64204 -8.11972
C -10.37342 -1.61451 0.05042
C -9.18881 -2.26971 -0.61224
O -8.32933 -1.37430 -1.29133
C -8.60801 -0.94215 -2.54884
O -9.34004 -1.53737 -3.36610
O -8.03850 0.27262 -2.66316
C -8.20214 1.05821 -3.85912
H -11.05678 -1.30928 -0.74201
H -10.18320 -0.78300 0.72903
H -10.81778 -2.39824 0.66394
H -9.58323 -3.05738 -1.25421
H -8.59133 -2.90798 0.03870
H -8.06879 0.58368 -4.83131
H -7.47422 1.86576 -3.78100
H -9.16728 1.56477 -3.85786
C -8.15512 9.17965 3.84831
C -7.30916 9.25810 5.09709
O -6.34154 8.15119 5.08328
C -5.22346 8.22156 4.35655
O -4.94865 9.15845 3.54678
O -4.47569 7.20031 4.73868
C -3.12111 7.17472 4.39002
H -9.04141 9.80588 3.95033
H -8.50198 8.14954 3.76663
H -7.69476 9.47217 2.90459
H -7.96726 9.11539 5.95420
H -6.85280 10.24661 5.14897
H -2.85597 6.11748 4.38278
H -2.47514 7.66618 5.11754
H -2.82153 7.63230 3.44717
C 1.61173 2.58021 -1.17424
O 0.41783 2.55677 -1.93520
C 0.44366 1.75128 -3.19686
C -0.96853 1.29869 -3.60473
N -1.13782 -0.09339 -3.40758
C -0.76699 -0.66373 -2.10864
C -1.17569 -2.10207 -1.94512
O -0.77607 -2.66137 -0.70767
C -0.96813 -4.11536 -0.57608
H 1.87477 1.55218 -0.92509
H 1.41745 3.21454 -0.30938
H 2.48001 2.98354 -1.69531
H 1.21845 0.98869 -3.11777
H 0.80578 2.44596 -3.95474
H -1.28510 1.46469 -4.63445
H -1.67412 1.91738 -3.05023
H -1.97011 -0.49330 -3.81679
H -1.14750 -0.11752 -1.24554
H 0.29830 -0.69555 -1.88009
H -0.68309 -2.64872 -2.74927
H -2.23949 -2.33656 -1.90732
H -0.53361 -4.57507 0.31160
H -0.65342 -4.69836 -1.44163
H -2.01059 -4.40081 -0.43503
C -7.48145 -7.72602 7.21154
O -8.54268 -7.15841 8.05090
C -8.71534 -5.82091 7.65469
C -9.66819 -5.11652 8.68803
N -10.80729 -6.03162 8.85469
C -11.38445 -5.67005 10.16985
C -12.42596 -6.67932 10.65939
O -12.73216 -6.61348 12.01315
C -13.14867 -7.86350 12.47989
H -6.54107 -7.27084 7.52234
H -7.68713 -7.71115 6.14123
H -7.29051 -8.68369 7.69580
H -9.21326 -5.74756 6.68784
H -7.82511 -5.19206 7.66546
H -10.09630 -4.23892 8.20362
H -9.12341 -4.82813 9.58700
H -10.58788 -7.00500 8.69824
H -11.86804 -4.69322 10.17635
H -10.61798 -5.59516 10.94123
H -12.18371 -7.66248 10.25588
H -13.39938 -6.38552 10.26666
H -13.19176 -7.93395 13.56676
H -12.40748 -8.60916 12.19225
H -14.08502 -8.23711 12.06545
C 10.13620 -7.20608 3.82160
O 8.89254 -6.50867 3.65146
C 8.08308 -6.86623 2.55799
C 6.61847 -6.33808 2.80052
N 6.41758 -5.00468 2.31225
C 5.33547 -4.35016 3.07293
C 5.34935 -2.82654 2.78949
O 6.55019 -2.19983 3.32796
C 6.74102 -0.85357 3.03414
H 10.86948 -6.90068 3.07518
H 10.05099 -8.29130 3.87751
H 10.55215 -6.81561 4.75037
H 8.09067 -7.93901 2.36516
H 8.47146 -6.35203 1.67887
H 6.37118 -6.53768 3.84318
H 5.99902 -7.11654 2.35511
H 7.19401 -4.46876 2.67285
H 5.48396 -4.65595 4.10856
H 4.36818 -4.74009 2.75604
H 4.40304 -2.52363 3.23764
H 5.26828 -2.73862 1.70607
H 5.81679 -0.31160 3.23452
H 6.98746 -0.80835 1.97332
H 7.54998 -0.53039 3.68929
C 4.00046 16.98312 4.09462
O 2.84031 16.73948 3.25130
C 1.82015 15.98237 3.87800
C 0.65954 15.76677 2.82153
N 0.99001 14.67320 1.88807
C -0.14712 14.14526 1.11370
C 0.29797 12.90059 0.24861
O 1.30705 13.31552 -0.73971
C 2.18052 12.25423 -1.07659
H 3.73743 17.28262 5.10912
H 4.63694 17.72199 3.60773
H 4.57661 16.09015 4.33701
H 1.44964 16.46230 4.78380
H 2.17610 15.03126 4.27395
H 0.38297 16.73522 2.40475
H -0.17837 15.34447 3.37620
H 1.58256 15.16620 1.23544
H -0.44148 14.97592 0.47225
H -0.98323 13.96497 1.78936
H -0.51474 12.41784 -0.29413
H 0.77920 12.15504 0.88160
H 1.81317 11.53791 -1.81147
H 2.49118 11.62180 -0.24494
H 3.08824 12.69967 -1.48370
C 4.36063 -7.91962 -4.93898
O 4.44477 -8.20992 -6.37330
C 3.20764 -8.28796 -7.04461
C 2.79880 -9.73956 -7.21342
N 3.75656 -10.43928 -8.10861
C 3.15768 -11.69675 -8.63150
C 4.08946 -12.73211 -9.16432
O 5.02230 -13.11336 -8.12516
C 6.36961 -13.35860 -8.55268
H 3.99714 -8.75853 -4.34552
H 3.69736 -7.09190 -4.68786
H 5.30925 -7.67121 -4.46305
H 3.41234 -7.87519 -8.03244
H 2.55726 -7.62033 -6.47947
H 1.81676 -9.68647 -7.68339
H 2.71685 -10.27237 -6.26606
H 4.55414 -10.82347 -7.62244
H 2.44653 -11.51871 -9.43814
H 2.56026 -12.19133 -7.86562
H 4.60423 -12.24770 -9.99405
H 3.69816 -13.62092 -9.65930
H 6.82543 -12.53473 -9.10183
H 6.25220 -14.27281 -9.13451
H 7.06804 -13.52437 -7.73243
C 0.12250 -0.20872 -9.64068
O 0.92980 -0.02086 -8.50092
H 0.09781 -1.23464 -10.00809
H -0.92924 -0.06232 -9.39467
H 0.57297 0.50312 -10.33238
H 0.32691 -0.04303 -7.75418
C -1.62869 -1.26161 5.50773
O -1.08363 -2.52604 5.98424
H -2.69679 -1.35104 5.70586
H -1.28681 -0.39495 6.07351
H -1.44271 -1.06488 4.45188
H -1.25621 -2.54697 6.92837
C 0.73823 -9.14220 7.25769
O 0.35337 -10.45672 6.85831
H -0.16731 -8.53808 7.31354
H 1.39824 -9.02263 8.11687
H 1.33347 -8.75427 6.43108
H 1.16662 -10.95503 6.96742
C 7.10981 -0.24866 -4.74099
O 7.82881 0.27486 -5.84874
H 7.89910 -0.67219 -4.11991
H 6.54088 0.55999 -4.28217
H 6.39114 -1.00706 -5.05155
H 7.38939 0.04987 -6.67208
C -3.95816 -4.26562 -8.05048
O -4.54538 -2.99609 -7.79154
H -3.18577 -4.43352 -7.29994
H -4.60987 -5.13753 -8.10660
H -3.56015 -4.22264 -9.06430
H -5.50401 -3.04258 -7.77011
*
```

Its HOMO energy is -8.6310 eV. For the LUMO energy, the calculation gives 0.19 eV. The calculation puts the total energy at -107243.625 eV. Its orbital gap is 8.8 eV.

---

14 unconnected molecules or ions with the total composition C56H75N9O15. Source: OMol25; level of theory: ωB97M-V/def2-TZVPD.

Geometry as ORCA input:
```
! RIJCOSX wB97M-V def2-TZVPD def2/J DEFGRID3
* xyz 0 1
C -17.36334 31.54667 -11.42835
C -18.93245 31.24574 -11.42895
C -19.85995 32.24043 -10.74829
O -20.80350 32.57209 -11.74066
C -20.39466 31.93259 -12.92887
O -20.94367 32.08550 -14.02761
O -19.27054 31.18992 -12.76105
H -16.74202 30.91361 -12.06183
H -16.93680 31.56057 -10.42537
H -17.13787 32.57278 -11.71880
H -19.15774 30.24178 -11.06921
H -19.26483 33.03480 -10.29782
H -20.36994 31.92002 -9.83980
C -33.34442 25.99200 -20.90316
C -31.92714 25.29002 -20.77926
C -31.98355 23.78449 -21.00981
O -30.81982 23.52058 -21.70712
C -30.19091 24.63095 -22.11649
O -29.10096 24.79642 -22.66925
O -31.00236 25.65999 -21.73105
H -34.14641 25.30328 -21.16881
H -33.34549 26.77875 -21.65757
H -33.68207 26.30023 -19.91367
H -31.53175 25.47878 -19.78120
H -32.75230 23.53769 -21.74207
H -32.12752 23.23296 -20.08074
C -22.48620 29.47245 -22.01089
C -21.09345 30.08149 -21.63231
C -19.95844 29.16793 -21.88957
O -19.13625 29.88033 -22.84105
C -19.74632 31.20321 -23.06660
O -19.14337 32.23775 -23.54622
O -20.94779 31.18437 -22.47005
H -22.53507 28.98585 -22.98503
H -23.12694 30.35409 -22.02728
H -22.77852 28.78223 -21.21953
H -21.15478 30.44101 -20.60514
H -20.30313 28.17214 -22.16831
H -19.30682 29.16887 -21.01579
C -14.69437 18.05732 -19.34782
C -14.18263 19.48977 -19.78444
C -13.63030 19.32660 -21.28279
O -14.45288 20.26597 -21.99922
C -15.45857 20.65541 -21.21088
O -16.34042 21.40475 -21.56958
O -15.35356 20.24795 -19.96919
H -13.83095 17.39911 -19.44456
H -15.51979 17.76326 -19.99613
H -15.05866 18.20611 -18.33132
H -13.49873 19.99662 -19.10365
H -13.96818 18.40451 -21.75573
H -12.55587 19.50260 -21.23066
C -14.70482 34.09667 -30.13869
C -13.67257 33.81826 -29.00046
C -13.66094 32.42699 -28.44993
O -12.29549 32.07095 -28.49350
C -11.60575 32.99588 -29.17875
O -10.46358 32.92187 -29.45546
O -12.31988 33.99838 -29.51337
H -14.79714 35.13733 -30.44951
H -15.62044 33.72290 -29.68040
H -14.65056 33.37849 -30.95684
H -13.82971 34.59816 -28.25538
H -14.26444 31.73327 -29.03528
H -14.05086 32.45457 -27.43243
N -30.09390 30.95510 -26.04268
C -30.82037 31.84756 -26.71977
C -30.09897 32.13475 -27.82978
C -29.00848 31.27167 -27.86858
C -29.04269 30.43317 -26.70803
H -30.33169 30.66258 -25.10567
H -31.76283 32.17819 -26.30887
H -30.36711 32.83376 -28.60817
H -28.29208 31.13354 -28.66488
H -28.41502 29.71487 -26.20159
N -26.42130 37.65591 -26.15475
C -26.07467 38.97190 -26.45459
C -24.63140 38.93393 -26.68384
C -24.13362 37.65736 -26.50435
C -25.21405 36.90907 -26.13378
H -27.33979 37.32055 -25.90175
H -26.76142 39.78184 -26.25768
H -23.97563 39.70782 -27.05459
H -23.09671 37.39683 -26.65716
H -25.23377 35.83354 -26.03758
N -20.28610 28.64093 -30.10350
C -21.01310 29.58820 -29.33419
C -20.99363 30.80449 -29.97280
C -20.23235 30.69286 -31.07316
C -19.75457 29.33481 -31.14124
H -19.96318 27.73673 -29.79006
H -21.53704 29.13366 -28.50637
H -21.49064 31.73473 -29.74038
H -20.01461 31.40837 -31.85229
H -19.03854 28.87546 -31.80660
N -22.75738 22.66780 -27.52864
C -23.63055 21.85033 -28.24217
C -22.90121 21.38074 -29.37150
C -21.61208 21.78780 -29.15665
C -21.46603 22.44671 -27.96730
H -23.12768 23.23023 -26.77588
H -24.67084 21.76846 -27.96380
H -23.42043 20.87785 -30.17394
H -20.83195 21.54370 -29.86248
H -20.52989 22.89215 -27.66462
N -14.85893 33.70505 -17.38154
C -13.65023 34.21024 -17.04548
C -13.53449 35.54271 -17.36581
C -14.79119 35.92332 -17.98793
C -15.52311 34.80641 -17.93493
H -15.26004 32.78054 -17.31456
H -12.98562 33.47528 -16.61591
H -12.68047 36.16934 -17.15510
H -15.19533 36.82780 -18.41804
H -16.54775 34.58785 -18.19709
N -22.15860 39.14703 -21.23271
C -21.80561 38.34719 -20.12122
C -21.21427 39.21800 -19.21756
C -21.36598 40.45955 -19.75938
C -21.90609 40.43398 -20.98477
H -22.66541 38.80759 -22.03770
H -22.04371 37.29678 -20.20090
H -20.69817 38.94725 -18.30831
H -21.05867 41.25865 -19.10104
H -22.14167 41.21811 -21.68906
N -11.83291 26.18890 -18.28448
C -11.71843 25.71831 -17.00613
C -12.93057 25.58314 -16.44638
C -13.81318 25.80758 -17.45427
C -13.22592 26.30387 -18.62984
H -11.10789 26.39318 -18.95731
H -10.71506 25.61252 -16.62083
H -13.29658 25.31461 -15.46642
H -14.88265 25.68819 -17.36283
H -13.59440 26.48449 -19.62883
N -22.42516 21.57731 -18.04274
C -23.48509 20.76443 -18.13553
C -24.66108 21.45727 -18.17121
C -24.29314 22.78954 -17.90459
C -22.91493 22.85070 -17.93400
H -21.46493 21.29948 -18.18718
H -23.25330 19.71595 -18.25117
H -25.58360 20.97605 -18.46062
H -25.03969 23.56882 -17.86238
H -22.29808 23.73717 -17.92528
N -29.13775 35.57537 -19.88616
C -30.36391 35.91826 -20.33678
C -31.03627 34.69601 -20.28836
C -30.17045 33.71478 -19.83801
C -28.91750 34.25987 -19.84759
H -28.43864 36.27264 -20.09862
H -30.65745 36.89246 -20.69896
H -32.06383 34.58168 -20.60052
H -30.31781 32.64489 -19.83532
H -27.89844 33.90768 -19.78536
*
```

Its HOMO energy is -7.8700 eV. For the LUMO energy, the calculation gives 0.25 eV. The calculation puts the total energy at -103402.114 eV. As for the energy above the lowest of the compared OMol25 structures with the same formula, charge and spin: 195.3 kcal/mol. Its orbital gap is 8.1 eV.

---

C5H3NO in the gas phase. Source: OMol25; level of theory: ωB97M-V/def2-TZVPD.

Geometry as ORCA input:
```
! RIJCOSX wB97M-V def2-TZVPD def2/J DEFGRID3
* xyz 0 1
N 3.17042 -0.39199 0.31631
C 2.03069 -0.25635 0.16115
C 0.62589 -0.04019 0.01709
C -0.45931 -0.98651 0.00012
C -1.58602 -0.23934 -0.06781
O -1.28333 1.08612 -0.11497
C 0.05329 1.19007 -0.07453
H -0.39270 -2.06402 0.00200
H -2.63897 -0.47615 -0.08059
H 0.48004 2.17836 -0.15876
*
```

Its HOMO energy is -9.6681 eV. For the LUMO energy, the calculation gives 0.79 eV. The calculation puts the total energy at -8769.984 eV. As for the energy above the lowest of the compared OMol25 structures with the same formula, charge and spin: 0.5 kcal/mol. Its orbital gap is 10.5 eV. The SMILES is N#Cc1ccoc1.